Density functional theory data (the ωB97M-V functional and the def2-TZVPD basis) for a structure of composition C42H38N5O3S3SbW.

<S²>: 2.02
Strongest force on any atom in eV Å⁻¹: 0.42
Multiplicity: 3
LUMO level (spin up / spin down) in eV: -5.2 / -5.8
Total charge: +2
Orbital gap (spin up / spin down) in eV: 7.722 / 7.291

Each line ends with the Mulliken charge.
Element x y z (Å)
W (0.89201, -1.11618, 1.26248)  1.020
S (2.29019, 0.53974, 2.51113)  -0.511
C (0.71339, 1.17215, 2.71735)  0.513
N (-0.18724, 0.57152, 1.95559)  1.150
C (-1.48238, 1.02165, 2.19134)  -1.397
C (-2.65186, 0.59359, 1.57067)  0.434
C (-3.84794, 1.17283, 1.95641)  -1.128
C (-3.88655, 2.16515, 2.93875)  -0.767
C (-2.72512, 2.60423, 3.54930)  -0.542
C (-1.52450, 2.02213, 3.16553)  1.152
S (0.08196, 2.37714, 3.75609)  -0.204
H (-2.62344, -0.17385, 0.80964)  0.215
H (-4.76949, 0.84918, 1.48978)  0.492
H (-4.83617, 2.59256, 3.23099)  0.454
H (-2.75358, 3.37299, 4.31013)  0.518
O (-0.40216, -2.74268, 4.85200)  -0.645
C (-0.30885, -2.37552, 3.71402)  -0.071
O (0.65049, -1.63144, 3.22352)  -0.444
C (-1.32455, -2.75611, 2.67383)  0.752
C (-2.44710, -3.48525, 3.01543)  -0.752
C (-3.34550, -3.82343, 2.02035)  -0.879
C (-3.06964, -3.42239, 0.71975)  -1.069
C (-1.92426, -2.69713, 0.46115)  -0.601
N (-1.05183, -2.35505, 1.42366)  0.911
H (-2.57803, -3.76207, 4.05242)  0.624
H (-4.23865, -4.39023, 2.24758)  0.515
H (-3.73510, -3.66899, -0.09599)  0.601
H (-1.68568, -2.37293, -0.53973)  0.594
O (0.79178, -3.61812, -0.72500)  -0.610
C (0.64242, -4.66833, 0.22122)  -1.106
C (1.59723, -4.40678, 1.35331)  0.807
C (2.07247, -5.48261, 2.08700)  -0.877
C (3.02250, -5.27935, 3.06953)  -0.530
C (3.51030, -3.99589, 3.26058)  -0.913
C (2.98129, -2.97482, 2.50603)  -0.335
N (2.01310, -3.15204, 1.58327)  0.729
H (0.33445, -3.84636, -1.54097)  0.371
H (0.89813, -5.63373, -0.21911)  0.731
H (-0.38616, -4.73453, 0.59178)  0.320
H (1.70681, -6.47653, 1.86500)  0.539
H (3.39507, -6.10825, 3.65624)  0.470
H (4.27616, -3.78023, 3.99100)  0.499
H (3.31841, -1.95912, 2.65506)  0.377
S (-0.10607, -0.55545, -0.97808)  -0.389
Sb (-0.63335, 1.66442, -1.49620)  1.169
C (-0.77187, 3.22997, -0.10597)  1.378
C (0.35554, 3.88724, 0.38039)  -0.577
C (0.20068, 4.99942, 1.19507)  -0.872
C (-1.07044, 5.46330, 1.50718)  -0.722
C (-2.19219, 4.81645, 1.00671)  -0.683
C (-2.04813, 3.69594, 0.20231)  -1.005
C (-2.52538, 1.58245, -2.37945)  0.890
C (-2.99458, 2.72143, -3.02945)  -0.490
C (-4.24815, 2.70007, -3.62097)  -0.749
C (-5.02368, 1.54923, -3.56128)  -0.619
C (-4.55059, 0.41598, -2.91499)  -0.766
C (-3.29592, 0.42830, -2.32175)  -0.426
C (0.80978, 2.28655, -2.87392)  1.021
C (1.57846, 1.34815, -3.55410)  -0.689
C (2.53062, 1.78199, -4.46472)  -0.637
C (2.70890, 3.14063, -4.69249)  -0.603
C (1.93578, 4.07352, -4.01480)  -0.772
C (0.98090, 3.65007, -3.10110)  -0.486
H (1.35258, 3.56276, 0.11804)  0.432
H (1.07553, 5.51207, 1.57259)  0.475
H (-1.18581, 6.33915, 2.13204)  0.431
H (-3.18301, 5.18487, 1.23781)  0.470
H (-2.92917, 3.19839, -0.18482)  0.444
H (-2.39462, 3.62390, -3.08155)  0.436
H (-4.61815, 3.57951, -4.13043)  0.436
H (-6.00069, 1.53533, -4.02567)  0.407
H (-5.15770, -0.47889, -2.87813)  0.450
H (-2.91682, -0.45754, -1.82471)  0.201
H (1.44656, 0.28888, -3.36836)  0.358
H (3.13102, 1.05902, -5.00145)  0.489
H (3.45072, 3.47447, -5.40590)  0.432
H (2.07419, 5.13076, -4.19744)  0.450
H (0.38699, 4.38453, -2.56914)  0.425
C (4.72324, -2.84999, -2.42793)  -1.445
C (4.05151, -1.78670, -1.63136)  0.879
C (4.21431, -0.41605, -1.60813)  -1.485
C (3.31600, 0.07167, -0.65887)  0.480
N (2.65136, -0.95209, -0.09509)  0.626
N (3.11854, -2.06629, -0.71527)  0.184
C (3.07539, 1.51153, -0.37384)  -0.755
H (5.21902, -2.41325, -3.29119)  0.405
H (4.00836, -3.59345, -2.78114)  0.365
H (5.47818, -3.35958, -1.82825)  0.287
H (4.89123, 0.16855, -2.20789)  0.606
H (2.62750, -2.93795, -0.57720)  -0.284
H (3.79174, 1.90488, 0.34753)  0.548
H (2.08159, 1.66547, 0.03818)  -0.529
H (3.17772, 2.07152, -1.30300)  0.409

Density functional theory data (the ωB97M-V functional and the def2-TZVPD basis) for a structure of composition C42H39B2F9N11O5S2Ti in a non-equilibrium geometry.

<S²>: 2.04
Strongest force on any atom in eV Å⁻¹: 3.31
Multiplicity: 3
LUMO level (spin up / spin down) in eV: -3.9 / -5.3
Total charge: +1
Orbital gap (spin up / spin down) in eV: 6.511 / 5.133

Each line ends with the Mulliken charge.
Element x y z (Å)
Ti (-0.60547, -1.65566, 0.07166)  -1.186
C (-2.64047, -3.04606, -3.50694)  -1.644
C (-2.28137, -2.61316, -2.13184)  0.036
N (-1.05397, -2.65746, -1.69164)  1.734
O (-0.12487, -3.06176, -2.59994)  -0.727
B (0.92463, -3.98486, -2.05544)  0.759
F (0.28363, -5.12516, -1.61744)  -0.403
F (1.85123, -4.20246, -3.00824)  -0.352
O (1.57643, -3.30846, -0.87634)  -0.553
N (0.65553, -3.18236, 0.13186)  1.644
C (0.50813, -4.15196, 0.99356)  0.393
C (1.35543, -5.37486, 1.04516)  -2.136
C (-0.56357, -3.87726, 1.91226)  0.267
N (-1.18677, -2.75556, 1.65536)  1.914
O (-2.16617, -2.40656, 2.55976)  -0.942
B (-3.49357, -2.23596, 1.85516)  0.769
F (-4.44917, -1.96196, 2.75756)  -0.304
F (-3.70247, -3.40316, 1.14096)  -0.419
O (-3.34197, -1.08106, 0.89716)  -0.641
N (-2.59427, -1.48796, -0.17504)  0.886
C (-3.20797, -2.09686, -1.15224)  0.923
C (-4.67517, -2.31296, -1.25324)  -2.417
C (-0.92897, -4.73236, 3.07416)  -1.635
H (-2.26147, -4.05406, -3.68174)  0.310
H (-2.13377, -2.40146, -4.22724)  0.277
H (-3.70907, -3.00826, -3.67624)  0.511
H (2.05413, -5.36486, 0.21116)  0.360
H (0.73333, -6.26506, 0.96796)  0.469
H (1.91263, -5.42426, 1.97976)  0.457
H (-4.87657, -3.37236, -1.09094)  0.386
H (-5.05027, -2.03586, -2.23474)  0.652
H (-5.19397, -1.74696, -0.48434)  0.340
H (-0.49247, -5.72146, 3.00636)  0.549
H (-2.01507, -4.80866, 3.12926)  0.303
H (-0.60177, -4.25036, 3.99696)  0.230
N (0.18663, -1.03256, 4.24126)  -0.089
C (1.42583, -1.12046, 3.68796)  0.679
C (2.55063, -0.63176, 4.38036)  -1.088
C (3.79033, -0.72586, 3.79616)  -0.745
C (3.90153, -1.36756, 2.56336)  -1.247
C (2.74883, -1.83436, 1.96516)  -1.208
N (1.52183, -1.67366, 2.47236)  0.495
H (0.12673, -0.82556, 5.22306)  0.268
H (-0.54227, -1.61756, 3.86416)  0.065
H (2.42603, -0.20806, 5.36416)  0.457
H (4.67173, -0.35766, 4.29846)  0.452
H (4.86533, -1.52956, 2.10666)  0.650
H (2.79783, -2.40696, 1.04686)  1.315
F (-6.38647, 4.54164, -3.16014)  -0.257
C (-5.38167, 3.73714, -2.83384)  0.631
C (-4.29087, 4.23454, -2.11884)  0.045
F (-4.24037, 5.52334, -1.78444)  -0.272
C (-3.25477, 3.38404, -1.76984)  0.032
F (-2.21327, 3.86504, -1.07944)  -0.201
C (-3.25447, 2.02764, -2.12614)  0.307
S (-1.91537, 1.01634, -1.75754)  0.259
C (-4.36047, 1.55714, -2.84794)  -0.242
F (-4.39137, 0.26934, -3.21044)  -0.219
C (-5.40817, 2.39144, -3.20474)  -0.033
F (-6.43077, 1.91314, -3.90984)  -0.274
S (-1.28277, 4.41834, 2.97696)  -0.236
C (-1.08077, 2.81604, 2.32226)  1.161
C (-0.30477, 2.69154, 1.16506)  -1.847
C (-0.08787, 1.45034, 0.61556)  -1.127
N (-0.58967, 0.30224, 1.11276)  1.624
C (-1.33337, 0.43814, 2.21866)  -0.785
C (-1.59457, 1.63674, 2.85436)  -1.189
C (-2.15107, 4.12064, 4.51826)  0.422
C (-1.48897, 4.33924, 5.71546)  -0.232
C (-2.20377, 4.14034, 6.89056)  -0.405
N (-3.45997, 3.74824, 6.89666)  -0.568
C (-4.08667, 3.53584, 5.75966)  -0.370
C (-3.47687, 3.71634, 4.52426)  -0.224
H (0.10253, 3.57094, 0.69376)  0.601
H (0.51273, 1.39484, -0.28054)  0.664
H (-1.78427, -0.44436, 2.63986)  0.523
H (-2.20597, 1.62934, 3.74336)  0.610
H (-0.45977, 4.65614, 5.73346)  0.428
H (-1.74907, 4.30434, 7.85676)  0.375
H (-5.11677, 3.21874, 5.83276)  0.381
H (-4.01737, 3.55624, 3.60666)  0.501
C (3.28903, 5.11844, -4.65224)  -1.466
C (3.88423, 3.85034, -4.13794)  0.810
C (3.67213, 3.42714, -2.82914)  -1.057
C (4.27933, 2.29004, -2.33324)  0.026
C (5.11863, 1.53354, -3.15124)  0.404
N (5.82053, 0.41844, -2.69184)  -0.008
C (5.69383, -0.27876, -1.51544)  0.192
O (6.63663, -0.79256, -0.96704)  -0.666
N (4.42253, -0.36916, -0.95284)  0.292
C (3.19993, -0.49696, -1.58574)  0.202
C (3.05623, -0.66826, -2.96734)  -0.346
C (1.78393, -0.69566, -3.49744)  -2.143
C (0.68793, -0.62836, -2.65034)  -0.247
N (0.80613, -0.59376, -1.32014)  1.272
C (2.03673, -0.48196, -0.81274)  -1.265
C (5.32173, 1.94054, -4.47354)  -0.647
C (4.71213, 3.07824, -4.95424)  -0.763
H (2.61473, 5.55974, -3.92374)  0.339
H (2.74863, 4.94504, -5.58134)  0.360
H (4.08233, 5.83474, -4.86744)  0.335
H (3.04263, 4.01474, -2.17644)  0.348
H (4.13793, 2.01864, -1.29874)  0.536
H (6.70773, 0.24574, -3.15094)  0.272
H (4.45263, -0.67856, 0.01246)  -0.048
H (3.91483, -0.79036, -3.60524)  0.874
H (1.63663, -0.79346, -4.56124)  0.553
H (-0.31557, -0.59586, -3.05614)  0.251
H (2.11243, -0.36186, 0.26616)  0.834
H (5.96773, 1.36184, -5.11704)  0.433
H (4.88703, 3.38844, -5.97354)  0.422

Density functional theory data (the ωB97M-V functional and the def2-TZVPD basis) for a structure of composition C42H39Cl3IN8O6SSbV in a non-equilibrium geometry.

<S²>: 3.77
Strongest force on any atom in eV Å⁻¹: 2.36
Multiplicity: 4
LUMO level (spin up / spin down) in eV: -0.7 / -0.7
Orbital gap (spin up / spin down) in eV: 5.843 / 7.959

Each line ends with the Mulliken charge.
Element x y z (Å)
V (0.29210, -0.03980, -0.56332)  -0.378
C (1.62658, -3.00932, 2.17609)  -1.340
C (2.02343, -1.61871, 2.57956)  0.794
C (2.71568, -1.39425, 3.77079)  -1.022
C (3.11561, -0.11221, 4.09675)  -0.604
C (2.87799, 0.90822, 3.18535)  -0.749
C (2.18915, 0.59472, 2.02233)  -0.298
N (1.72618, -0.61458, 1.75436)  1.051
Sb (2.03523, 2.24692, 0.59721)  0.994
C (2.02161, 1.71236, -1.51379)  -0.169
C (3.00503, 2.35737, -2.24522)  -0.773
C (3.22978, 1.97671, -3.55619)  -0.897
C (2.46609, 0.94388, -4.07079)  -0.805
C (1.47890, 0.35015, -3.29877)  0.085
C (0.67647, -0.77967, -3.85883)  -0.080
N (1.23457, 0.76658, -2.03891)  1.377
C (-0.13001, 2.31325, 0.72057)  -0.089
C (-0.67338, 3.25582, 1.57891)  -1.121
C (-2.04328, 3.46181, 1.57988)  -0.736
C (-2.79240, 2.76865, 0.64706)  -0.823
C (-2.18795, 1.84426, -0.19923)  0.796
C (-3.03230, 1.21721, -1.26622)  -1.522
N (-0.87304, 1.56206, -0.11566)  1.257
H (0.74756, -3.34059, 2.73407)  0.257
H (1.40267, -3.03589, 1.11198)  0.030
H (2.43830, -3.70445, 2.39181)  0.586
H (2.94324, -2.22737, 4.42276)  0.531
H (3.62414, 0.09073, 5.03028)  0.430
H (3.22093, 1.92040, 3.36097)  0.510
H (3.60690, 3.12296, -1.77284)  0.492
H (3.99791, 2.45091, -4.15199)  0.426
H (2.63848, 0.57968, -5.07469)  0.573
H (1.26110, -1.32228, -4.60053)  0.611
H (0.38226, -1.45399, -3.06069)  -0.648
H (-0.22264, -0.39804, -4.34775)  -0.239
H (-0.02196, 3.81565, 2.23826)  0.511
H (-2.50527, 4.16994, 2.25554)  0.480
H (-3.85627, 2.94511, 0.55136)  0.595
H (-4.01083, 0.94399, -0.87072)  0.490
H (-3.19427, 1.94873, -2.06074)  0.316
H (-2.54938, 0.34401, -1.68276)  -0.094
I (6.19994, -5.50655, -4.41489)  0.054
C (5.10832, -4.11059, -3.27381)  -0.063
C (3.72404, -4.17259, -3.28048)  -0.888
C (3.00733, -3.26312, -2.51909)  -0.044
C (3.66763, -2.29164, -1.77234)  0.121
C (5.05546, -2.24094, -1.78622)  -0.389
C (5.78381, -3.15604, -2.53087)  -0.668
C (2.86961, -1.27878, -0.98667)  0.478
O (3.45446, -0.28864, -0.52106)  -0.695
O (1.61863, -1.51726, -0.89774)  0.041
H (3.20939, -4.91852, -3.87057)  0.394
H (1.92681, -3.29703, -2.49193)  0.389
H (5.55639, -1.47619, -1.20733)  0.486
H (6.86461, -3.12290, -2.53539)  0.399
Cl (-2.74812, 0.56501, -5.53239)  -0.092
C (-2.05784, 2.20605, -5.43175)  0.718
Cl (-3.37486, 3.39637, -5.45119)  -0.101
Cl (-0.96059, 2.48174, -6.79889)  -0.095
C (-1.30917, 2.32873, -4.19316)  -0.347
N (-0.72121, 2.40359, -3.21081)  -0.207
C (-8.74166, -0.45005, 3.04567)  -1.428
C (-7.26241, -0.09658, 3.03098)  -0.209
S (-6.83058, 0.51560, 4.67756)  1.256
O (-6.98990, -0.56288, 5.61464)  -0.653
O (-7.54238, 1.74612, 4.89103)  -0.702
C (-5.07149, 0.91947, 4.55919)  -0.372
C (-4.20725, -0.33897, 4.62098)  -1.361
N (-2.91959, -0.12444, 3.97890)  0.263
C (-2.65583, -0.32004, 2.66352)  0.365
N (-1.42082, 0.03519, 2.34783)  0.591
C (-0.85469, 0.48704, 3.48832)  -0.806
C (-1.75938, 0.40893, 4.51724)  -0.390
N (-1.55045, 0.77665, 5.86327)  1.106
O (-0.44861, 1.21087, 6.14470)  -0.656
O (-2.46691, 0.65481, 6.66407)  -0.687
C (-3.67261, -0.84986, 1.71685)  -0.374
H (-9.05371, -0.84508, 2.08083)  0.401
H (-9.33414, 0.43371, 3.27741)  0.368
H (-8.93473, -1.19923, 3.81245)  0.369
H (-7.03809, 0.70763, 2.33038)  0.366
H (-6.63981, -0.96906, 2.83332)  0.244
H (-4.86485, 1.59028, 5.39248)  0.433
H (-4.95151, 1.46219, 3.62002)  0.215
H (-4.70559, -1.17006, 4.12344)  0.593
H (-4.04695, -0.61030, 5.65648)  0.347
H (0.15126, 0.86522, 3.54338)  0.680
H (-4.01026, -1.84379, 2.01713)  0.607
H (-3.23369, -0.91705, 0.72580)  -0.612
H (-4.54240, -0.18819, 1.68661)  -0.033
N (-3.98905, -6.05253, -0.70765)  -0.612
C (-3.36776, -5.08376, -0.72691)  -0.335
C (-2.60640, -3.87793, -0.76899)  0.121
C (-1.81145, -3.48960, 0.31131)  -0.695
C (-1.08072, -2.31810, 0.23748)  -1.126
C (-1.07233, -1.48646, -0.89648)  2.148
C (-1.88840, -1.91008, -1.95868)  -0.296
C (-2.65035, -3.06674, -1.90370)  -0.892
H (-1.78435, -4.11212, 1.19886)  0.539
H (-0.49055, -2.02088, 1.09838)  0.024
H (-1.94975, -1.32463, -2.87138)  0.421
H (-3.28099, -3.35396, -2.73683)  0.490